Record 1
Computed, not measured: the molecule C7H13O2PS3 in a non-equilibrium geometry, with ωB97M-V/def2-TZVPD.

Element x y z (Å)
C1 2.94856 0.86586 -2.93022
C2 1.63981 0.92279 -2.16570
O1 1.43884 2.34429 -1.95568
C3 0.45907 2.90186 -1.32800
S1 0.36600 4.56933 -1.40594
O2 -0.39476 2.23818 -0.50079
P1 -1.04634 0.74077 -0.39460
S2 -2.33086 1.46646 1.09373
C4 -2.98857 -0.15458 1.59139
C5 -1.79177 -0.96020 2.15514
C6 -0.58161 -1.52322 1.33190
C7 0.31636 -2.66057 1.93917
S3 0.53483 -0.15062 0.84725
H1 3.17497 -0.17789 -3.27855
H2 2.70944 1.42087 -3.87600
H3 3.90725 0.99833 -2.38248
H4 1.49333 0.21257 -1.32422
H5 0.69179 0.63234 -2.85815
H6 -3.52766 -0.66280 0.66323
H7 -3.74816 -0.11571 2.40400
H8 -1.37569 -0.29504 2.93782
H9 -2.26416 -1.69482 2.86690
H10 -1.01570 -2.06641 0.50597
H11 0.97682 -2.99382 1.06304
H12 -0.37291 -3.54437 2.10199
H13 0.78111 -2.31361 2.89880

Summary:
LUMO energy	0.006	hartree
SMILES string	CCOC(=S)OP1SCC[C@H](C)S1
max |F|	0.0630	Eh/bohr
HOMO	-8.32	eV

natural (NBO) charges, unit e, in atom order:
1. C -0.6493
2. C -0.1121
3. O -0.4886
4. C 0.5412
5. S -0.1513
6. O -0.8191
7. P 0.9089
8. S -0.0357
9. C -0.5476
10. C -0.4591
11. C -0.3416
12. C -0.6111
13. S -0.1231
14. H 0.2210
15. H 0.2356
16. H 0.2390
17. H 0.2228
18. H 0.1776
19. H 0.2230
20. H 0.2526
21. H 0.2208
22. H 0.2187
23. H 0.2087
24. H 0.2306
25. H 0.2152
26. H 0.2232

---

Record 2
Computed, not measured: a cluster of 2 separate species, C7H14 in total in a non-equilibrium geometry, with ωB97M-V/def2-TZVPD.

Element x y z (Å)
C1 -2.65248 0.06302 -0.08225
C2 -1.80642 0.56468 -1.27167
C3 -0.40797 0.96329 -0.91798
C4 0.64466 0.16004 -1.16126
C5 0.60506 -1.32087 -1.34079
C6 2.04801 0.41411 -0.87159
C7 2.39722 1.16987 0.38419
H1 -2.91328 0.88780 0.60043
H2 -2.06691 -0.71712 0.39766
H3 -3.57289 -0.42084 -0.42759
H4 -1.76353 -0.23374 -2.00939
H5 -2.33671 1.38384 -1.79394
H6 -0.23896 1.97835 -0.56228
H7 0.52587 -2.96471 5.75703
H8 0.42529 -1.97008 -0.50597
H9 0.92861 -1.71587 -2.29013
H10 2.84415 0.11635 -1.52699
H11 -0.05240 -2.52651 5.49920
H12 2.21422 0.60456 1.32072
H13 3.43315 1.52697 0.37210
H14 1.74530 2.03686 0.43052

Summary:
LUMO energy (alpha / beta)	0.152 / 0.153	hartree
multiplicity	2
max |F|	0.0393	Eh/bohr
HOMO (alpha / beta)	-0.69 / -1.14	eV
charge	-1

natural (NBO) charges, unit e, in atom order:
1. C -0.6082
2. C -0.4186
3. C -0.3477
4. C -0.0429
5. C -0.7032
6. C -0.3897
7. C -0.6345
8. H 0.1805
9. H 0.2099
10. H 0.1739
11. H 0.2077
12. H 0.1639
13. H 0.1673
14. H -0.0082
15. H 0.1733
16. H 0.1639
17. H 0.1761
18. H 0.0081
19. H 0.1666
20. H 0.1794
21. H 0.1824

---

Record 3
Computed, not measured: the molecule C7H14, with ωB97M-V/def2-TZVPD.

Element x y z (Å)
C1 0.76230 0.17221 1.52164
C2 -0.76339 0.33322 1.39038
C3 -1.41670 -0.70597 0.46378
C4 -1.35383 -0.45183 -1.04863
C5 -0.08370 0.20370 -1.62714
C6 1.27475 -0.14338 -0.99795
C7 1.58952 0.59933 0.30699
H1 0.99110 -0.87990 1.75096
H2 1.10920 0.74919 2.38984
H3 -1.19404 0.22674 2.39472
H4 -0.99159 1.36065 1.06885
H5 -0.95624 -1.67679 0.69390
H6 -2.48449 -0.85028 0.67778
H7 -1.57664 -1.42464 -1.50733
H8 -2.19625 0.18871 -1.34265
H9 -0.04424 -0.02235 -2.70065
H10 -0.20142 1.29540 -1.56605
H11 1.35977 -1.22733 -0.83517
H12 2.05738 0.11743 -1.72329
H13 1.46526 1.68135 0.14425
H14 2.65325 0.45457 0.54578

Summary:
LUMO energy	0.044	hartree
SMILES string	C1CCCCCC1
max |F|	0.0078	Eh/bohr
HOMO	-10.66	eV

natural (NBO) charges, unit e, in atom order:
1. C -0.3925
2. C -0.4062
3. C -0.4000
4. C -0.3960
5. C -0.4035
6. C -0.4029
7. C -0.3932
8. H 0.1903
9. H 0.2049
10. H 0.2085
11. H 0.1946
12. H 0.1910
13. H 0.2083
14. H 0.2001
15. H 0.1982
16. H 0.2092
17. H 0.1925
18. H 0.1941
19. H 0.2072
20. H 0.1905
21. H 0.2050

---

Record 4
Computed, not measured: the molecule C7H14, with ωB97M-V/def2-TZVPD.

Element x y z (Å)
C1 -0.72299 -0.32870 1.93831
C2 -0.24071 -0.90672 0.62432
C3 1.02816 -0.42282 -0.04119
C4 1.94978 0.62017 0.54848
C5 -0.31206 -0.11658 -0.66670
C6 -0.91682 1.27301 -0.62377
C7 -0.62546 -0.85417 -1.95396
H1 -0.46240 -0.99434 2.76804
H2 -1.81116 -0.19313 1.95012
H3 -0.27090 0.64331 2.15492
H4 -0.43907 -1.97471 0.52562
H5 1.57654 -1.20685 -0.56389
H6 2.57706 1.05495 -0.23810
H7 2.61465 0.17664 1.29902
H8 1.41487 1.44455 1.02855
H9 -2.01030 1.20486 -0.54814
H10 -0.68378 1.82421 -1.54176
H11 -0.57149 1.87357 0.22213
H12 -0.24874 -1.88290 -1.92643
H13 -1.70356 -0.88807 -2.15473
H14 -0.14163 -0.34629 -2.80085

Summary:
LUMO energy	0.039	hartree
SMILES string	C[C@@H]1[C@H](C)C1(C)C
max |F|	0.0040	Eh/bohr
HOMO	-9.44	eV

natural (NBO) charges, unit e, in atom order:
1. C -0.6139
2. C -0.2220
3. C -0.2171
4. C -0.6115
5. C -0.0567
6. C -0.6073
7. C -0.5894
8. H 0.2141
9. H 0.2095
10. H 0.2049
11. H 0.2074
12. H 0.2071
13. H 0.2128
14. H 0.2116
15. H 0.2030
16. H 0.2096
17. H 0.2104
18. H 0.2101
19. H 0.2069
20. H 0.2054
21. H 0.2051

---

Record 5
Computed, not measured: a cluster of 2 separate species, C7H14 in total, with ωB97M-V/def2-TZVPD.

Element x y z (Å)
C1 -2.30092 -0.95154 0.58654
C2 -1.79326 0.20724 0.17707
C3 -1.17195 0.42756 -1.18042
C4 0.32652 0.64691 -1.10678
C5 1.18091 -0.28790 -1.51911
C6 0.78788 1.96585 -0.54474
H1 -2.73088 -1.07175 1.57747
H2 -2.30148 -1.82881 -0.05816
H3 -1.80951 1.06228 0.85392
H4 -1.64190 1.30242 -1.65401
H5 -1.38647 -0.43620 -1.81898
H6 2.25704 -0.14372 -1.45588
H7 0.83486 -1.23474 -1.92867
H8 0.48555 2.79438 -1.19879
H9 1.87645 1.99429 -0.44065
H10 0.34570 2.15872 0.44116
C7 1.42924 -1.32378 1.84540
H11 2.10631 -1.90680 1.21561
H12 1.80158 -0.29839 1.91802
H13 1.38351 -1.76944 2.84225
H14 0.43160 -1.31026 1.39938

Summary:
LUMO energy	0.039	hartree
SMILES string	C=CCC(=C)C.C
max |F|	0.0042	Eh/bohr
HOMO	-9.33	eV

natural (NBO) charges, unit e, in atom order:
1. C -0.4002
2. C -0.1608
3. C -0.4789
4. C 0.0414
5. C -0.4089
6. C -0.6482
7. H 0.2019
8. H 0.1911
9. H 0.1945
10. H 0.2156
11. H 0.2145
12. H 0.1960
13. H 0.1954
14. H 0.2163
15. H 0.2182
16. H 0.2140
17. C -0.8542
18. H 0.2110
19. H 0.2089
20. H 0.2083
21. H 0.2241

---

Record 6
Computed, not measured: the molecule C7H14, with ωB97M-V/def2-TZVPD.

Element x y z (Å)
C1 2.14000 -0.59358 -0.14850
C2 0.86301 -1.15890 -0.78604
C3 -0.16244 0.67070 1.13274
C4 0.42772 1.97459 0.74081
C5 -0.36090 -0.25081 -1.03353
C6 -1.21640 0.26599 0.18144
C7 -2.21026 -0.77579 0.69799
H1 2.94256 -1.33321 -0.24980
H2 2.48905 0.32671 -0.63284
H3 2.00807 -0.38925 0.91910
H4 1.13703 -1.53773 -1.77822
H5 0.54895 -2.03068 -0.20048
H6 1.51507 1.99507 0.86642
H7 0.03243 2.64285 1.52189
H8 0.15134 2.39501 -0.24215
H9 -0.06172 0.61541 -1.63465
H10 -1.05813 -0.83328 -1.64760
H11 -1.77895 1.13703 -0.20667
H12 -2.65918 -0.44985 1.64201
H13 -1.72334 -1.73870 0.87986
H14 -3.02391 -0.93158 -0.02179

Summary:
LUMO energy	0.017	hartree
max |F|	0.0075	Eh/bohr
HOMO	-8.07	eV

natural (NBO) charges, unit e, in atom order:
1. C -0.6211
2. C -0.4067
3. C 0.2174
4. C -0.7979
5. C -0.3724
6. C -0.4158
7. C -0.5998
8. H 0.2127
9. H 0.1966
10. H 0.2315
11. H 0.2036
12. H 0.2047
13. H 0.2420
14. H 0.2735
15. H 0.1790
16. H 0.2044
17. H 0.2226
18. H 0.1972
19. H 0.2154
20. H 0.2105
21. H 0.2028

---

Record 7
Computed, not measured: the molecule C7H14 in a non-equilibrium geometry, with ωB97M-V/def2-TZVPD.

Element x y z (Å)
C1 -1.71218 0.17632 0.26952
C2 -1.08812 -1.18014 -0.18982
C3 0.27617 -1.52608 0.49769
C4 1.51517 -0.85529 0.01101
C5 1.41537 0.59097 -0.58086
C6 0.45461 1.58414 0.09284
C7 -1.02846 1.43580 -0.27393
H1 -1.73142 0.22233 1.36824
H2 -2.76929 0.20837 -0.04629
H3 -1.80308 -1.96466 0.06402
H4 -1.01224 -1.15208 -1.28637
H5 0.10070 -1.44665 1.56699
H6 1.06906 -2.48461 0.76885
H7 2.08815 -1.53042 0.92852
H8 2.10161 -1.42974 -0.69955
H9 2.42460 1.00598 -0.58312
H10 1.14072 0.53601 -1.66061
H11 0.57440 1.49788 1.17960
H12 0.76176 2.60477 -0.17546
H13 -1.13343 1.46152 -1.36986
H14 -1.57157 2.31905 0.09659

Summary:
LUMO energy	0.040	hartree
SMILES string	C1CCCCCC1
max |F|	0.0749	Eh/bohr
HOMO	-9.42	eV

natural (NBO) charges, unit e, in atom order:
1. C -0.3889
2. C -0.4253
3. C -0.4037
4. C -0.3945
5. C -0.4241
6. C -0.4048
7. C -0.3950
8. H 0.1946
9. H 0.2087
10. H 0.2154
11. H 0.1976
12. H 0.1923
13. H 0.2076
14. H 0.1946
15. H 0.1989
16. H 0.2172
17. H 0.2042
18. H 0.1986
19. H 0.2086
20. H 0.1906
21. H 0.2073

---

Record 8
Computed, not measured: a cluster of 2 separate species, C7H14 in total, with ωB97M-V/def2-TZVPD.

Element x y z (Å)
C1 -2.13789 0.03185 1.39578
C2 -2.02008 0.05067 -0.10174
C3 -1.23046 0.83006 -0.84401
C4 -0.25138 1.86521 -0.37072
H1 -1.42195 0.69918 1.88374
H2 -3.14467 0.33792 1.70619
H3 -1.97811 -0.97964 1.78882
H4 -2.66764 -0.65287 -0.62650
H5 -1.28356 0.71097 -1.92700
H6 0.74651 1.65095 -0.77330
H7 -0.17356 1.90936 0.71926
H8 -0.53949 2.86191 -0.72729
C5 1.45705 -1.32194 -1.54264
C6 2.26554 -1.06694 -0.51746
C7 1.80231 -0.79497 0.88444
H9 1.84288 -1.52560 -2.53822
H10 0.37607 -1.33235 -1.41612
H11 3.34426 -1.06113 -0.68019
H12 0.70875 -0.75446 0.93510
H13 2.15010 -1.57787 1.56996
H14 2.20072 0.15664 1.25781

Summary:
LUMO energy	0.041	hartree
SMILES string	C/C=C\C.C=CC
max |F|	0.0040	Eh/bohr
HOMO	-9.17	eV

natural (NBO) charges, unit e, in atom order:
1. C -0.6550
2. C -0.1958
3. C -0.1822
4. C -0.6587
5. H 0.2090
6. H 0.2200
7. H 0.2167
8. H 0.1968
9. H 0.1979
10. H 0.2255
11. H 0.2072
12. H 0.2194
13. C -0.4118
14. C -0.1716
15. C -0.6532
16. H 0.1973
17. H 0.1990
18. H 0.1915
19. H 0.2152
20. H 0.2183
21. H 0.2146

---

Record 9
Computed, not measured: a cluster of 2 separate species, C7H14 in total, with ωB97M-V/def2-TZVPD.

Element x y z (Å)
C1 -0.87768 -0.89702 2.37799
C2 -1.06077 -0.68223 1.07841
C3 -1.04496 0.67651 0.42341
C4 -0.54526 0.70628 -1.01073
C5 -0.34556 2.03876 -1.67503
C6 0.84013 1.16948 -1.36816
H1 -0.93080 -1.89348 2.80940
H2 -0.65448 -0.08026 3.06243
H3 -1.26294 -1.53386 0.42571
H4 -2.07439 1.06266 0.43064
H5 -0.45350 1.37115 1.03492
H6 -0.95609 -0.07890 -1.64500
H7 -0.65355 2.16089 -2.70923
H8 -0.49240 2.92439 -1.06145
H9 1.50331 1.47692 -0.56349
H10 1.35033 0.68639 -2.19744
C7 2.12153 -1.46096 0.40540
H11 2.74493 -0.57047 0.30394
H12 2.75125 -2.34002 0.54996
H13 1.51490 -1.57590 -0.49687
H14 1.45067 -1.34085 1.25433

Summary:
LUMO energy	0.045	hartree
SMILES string	C=CCC1CC1.C
max |F|	0.0040	Eh/bohr
HOMO	-9.50	eV

natural (NBO) charges, unit e, in atom order:
1. C -0.4118
2. C -0.1541
3. C -0.4466
4. C -0.2228
5. C -0.4209
6. C -0.4182
7. H 0.2011
8. H 0.1899
9. H 0.1948
10. H 0.2189
11. H 0.2090
12. H 0.2105
13. H 0.2146
14. H 0.2097
15. H 0.2125
16. H 0.2164
17. C -0.8567
18. H 0.2078
19. H 0.2097
20. H 0.2105
21. H 0.2257

---

Record 10
Computed, not measured: a structure of composition C7H14, with ωB97M-V/def2-TZVPD.

Element x y z (Å)
C1 -0.11268 -0.84371 1.64210
C2 0.16296 -0.48310 0.17779
C3 -0.82076 -1.23380 -0.72966
C4 1.60078 -0.84904 -0.20461
C5 -0.09681 1.00447 -0.01294
C6 -1.24837 1.87264 0.02531
C7 -0.43764 1.83110 -1.20962
H1 0.54975 -0.28778 2.31928
H2 -1.14849 -0.60983 1.91135
H3 0.05722 -1.91202 1.81752
H4 -0.76057 -2.30900 -0.52893
H5 -1.84928 -0.90520 -0.54913
H6 -0.58735 -1.07477 -1.78771
H7 2.32932 -0.34207 0.44167
H8 1.76462 -1.92828 -0.10505
H9 1.81290 -0.56453 -1.24138
H10 1.08543 1.51265 0.60705
H11 -2.23969 1.47625 0.20606
H12 0.25384 1.77249 0.91934
H13 0.18390 2.68737 -1.49653
H14 -0.69280 1.20322 -2.07061

Summary:
LUMO energy	0.025	hartree
max |F|	0.0063	Eh/bohr
HOMO	-7.06	eV

natural (NBO) charges, unit e, in atom order:
1. C -0.6037
2. C -0.0908
3. C -0.5988
4. C -0.6055
5. C -0.1415
6. C -0.5536
7. C -0.4213
8. H 0.2051
9. H 0.2201
10. H 0.2149
11. H 0.2159
12. H 0.2225
13. H 0.2131
14. H 0.2066
15. H 0.2166
16. H 0.2164
17. H 0.1204
18. H 0.2085
19. H 0.3686
20. H 0.1896
21. H 0.1969

---

Record 11
Computed, not measured: a cluster of 2 separate species, C7H14 in total in a non-equilibrium geometry, with ωB97M-V/def2-TZVPD.

Element x y z (Å)
C1 2.42052 1.24066 0.90207
C2 1.22850 0.34848 1.09558
C3 -0.10607 0.77619 0.31540
C4 -1.19033 -0.20349 0.68777
C5 -2.43057 0.38791 0.07261
H1 2.43206 1.30821 -0.31935
H2 2.24955 2.23570 1.36279
H3 3.25438 0.72680 1.46094
H4 1.02219 0.27142 2.19835
H5 1.66938 -0.66274 0.76042
H6 -0.40572 1.73992 0.71429
H7 0.32632 0.83134 -0.85346
H8 -1.21612 -0.06157 1.74418
H9 -1.14788 -1.28415 0.65228
H10 -2.04452 0.60007 -0.98136
H11 -3.38055 -0.29723 -0.07247
H12 -2.73287 1.37872 0.59783
C6 0.63531 -1.53918 -1.78117
C7 -0.58082 -1.63526 -1.95935
H13 1.78270 -1.64642 -1.25477
H14 -1.66813 -1.39187 -2.00718

Summary:
LUMO energy	0.041	hartree
SMILES string	CCCCC.C#C
max |F|	0.1021	Eh/bohr
HOMO	-10.34	eV

natural (NBO) charges, unit e, in atom order:
1. C -0.6090
2. C -0.3881
3. C -0.3926
4. C -0.4439
5. C -0.6136
6. H 0.1977
7. H 0.2011
8. H 0.2150
9. H 0.1901
10. H 0.1821
11. H 0.2066
12. H 0.2102
13. H 0.1982
14. H 0.2274
15. H 0.2011
16. H 0.2079
17. H 0.2138
18. C -0.2725
19. C -0.2726
20. H 0.2856
21. H 0.2555

---

Record 12
Computed, not measured: the ion C7H14 with charge +1 in a non-equilibrium geometry, with ωB97M-V/def2-TZVPD.

Element x y z (Å)
C1 1.72858 -0.78229 2.18239
C2 0.45946 -0.52562 1.45796
C3 0.71314 -0.37642 -0.05720
C4 -0.54504 -0.48611 -1.05345
C5 -1.07382 -1.75237 -1.46877
C6 -1.31950 0.84968 -0.73387
C7 -0.67209 2.05377 -1.49235
H1 1.40347 -0.94520 3.33143
H2 2.35820 -1.63646 1.74523
H3 2.48253 0.05038 2.11946
H4 0.13511 0.48716 1.93638
H5 -0.31834 -1.16656 1.86097
H6 1.48488 -1.14492 -0.37644
H7 0.95874 0.62734 -0.31181
H8 -0.52373 -2.54103 -1.83005
H9 -2.02617 -1.74900 -2.00267
H10 -2.42849 0.75726 -0.88578
H11 -1.48106 0.90595 0.36983
H12 0.13308 2.38599 -0.72829
H13 -1.30599 3.09801 -1.48044
H14 -0.16297 1.89044 -2.58253

Summary:
LUMO energy (alpha / beta)	-0.202 / -0.317	hartree
multiplicity	2
max |F|	0.1102	Eh/bohr
HOMO (alpha / beta)	-14.96 / -14.94	eV
charge	+1

natural (NBO) charges, unit e, in atom order:
1. C -0.6151
2. C -0.4216
3. C -0.4794
4. C 0.3935
5. C -0.0590
6. C -0.5269
7. C -0.6657
8. H 0.2461
9. H 0.2178
10. H 0.2264
11. H 0.2243
12. H 0.2362
13. H 0.2445
14. H 0.2511
15. H 0.2172
16. H 0.2185
17. H 0.2457
18. H 0.2810
19. H 0.2247
20. H 0.2806
21. H 0.2602